97
Properties=species:S:1:pos:R:3:forces:R:3 method="wB97M-V/def2-TZVPD" gap_ev=8.96 smiles="CN(C)C(=O)C[C@@H](C#N)[C@@](C#N)(CN)c1cccnc1.COC(=O)OC.COC(=O)OC.COC(=O)OC.COC(=O)OC.COC(=O)OC" total_energy_ha=-2610.59228 largest_force_ev_per_a=6.6 homo_ev=-9.098
N 2.92094 2.48571 0.14731 -2.6 0.0 -6.1
O -3.77819 -1.85892 0.88742 0.2 -0.6 0.0
H 2.19066 1.86413 -4.52975 0.7 -0.7 1.8
C 1.65980 3.96316 -3.08227 -0.1 0.8 0.4
H 2.39689 4.05622 -3.95510 -0.9 -0.1 1.4
H -3.73753 0.58746 -2.53429 1.8 0.6 0.0
C 6.59026 1.62720 -1.43468 1.4 0.7 0.2
H 1.29932 4.99110 -1.27018 0.6 0.0 -0.6
C -4.74769 -3.45618 2.78015 -0.4 0.1 0.4
H -6.63697 -2.83886 8.97506 0.2 -0.1 0.0
H 0.10972 1.59856 0.05230 -1.0 -0.1 -1.6
H 10.85580 6.37401 -0.56068 0.2 -0.2 0.1
H -6.95587 -9.36268 -1.39224 0.2 0.0 0.0
H -1.46662 -1.85819 -0.44472 -0.2 0.0 -0.1
C 2.39733 0.02020 -3.31552 0.0 -3.2 -0.1
C -5.00291 -7.59374 -1.35836 0.1 0.3 0.0
H -5.86791 2.49660 2.33351 0.2 0.1 -0.1
C -5.76227 4.42856 -2.13321 0.1 0.0 -0.5
H -3.51043 0.47948 7.35215 0.1 -0.2 0.0
H 2.89220 5.17250 -1.87514 -0.9 -0.2 0.1
H -6.94640 -9.45256 -3.16130 0.1 0.3 0.0
N 5.95100 0.45083 -2.10211 -1.4 1.7 0.3
C -1.91630 1.07876 -1.15484 1.3 0.4 -0.7
C 12.04982 1.06452 0.28496 0.0 -0.5 0.1
N -1.98433 1.25319 -3.73128 1.8 0.5 4.0
C -3.21512 -0.28686 6.63159 0.4 0.3 0.0
H -2.32616 -0.82007 6.97652 -0.2 0.1 0.1
C 11.17386 3.18584 -0.10201 0.1 0.0 0.0
H -4.46629 3.61217 2.48726 -0.1 -0.1 -0.1
H -5.45271 -4.13838 8.59953 0.0 0.2 0.1
C -4.68706 -1.87544 7.48724 0.0 0.0 0.0
H 11.40096 0.87499 1.14332 -0.1 0.0 -0.2
H 13.01169 0.58317 0.46694 0.0 0.3 0.0
O -5.79353 -7.95329 -2.38696 0.2 0.2 0.3
C -6.22170 -3.47778 8.19215 -0.2 -0.3 0.3
H -5.52466 -10.01241 -2.26519 -0.1 0.1 0.2
O -3.79049 -3.92813 1.83222 0.3 0.4 -0.4
O -2.50078 -3.57669 0.11144 0.2 1.0 1.0
H -1.28191 -3.26600 -1.50275 -0.1 -0.1 0.2
H -2.80645 -6.42632 -0.47858 -0.2 0.0 0.1
O -4.72968 -8.27836 -0.40089 -0.2 0.3 -0.5
N 1.89566 5.06091 -2.10531 0.1 -0.6 -0.8
C 5.23397 0.80578 -3.34130 1.3 -2.9 -3.2
O -6.05319 4.31528 1.34023 0.1 0.0 -0.5
N 2.26109 -1.17825 -3.25057 0.6 6.3 -0.2
H 11.61918 0.64228 -0.62601 -0.1 0.1 0.2
C -1.99253 -2.70219 -0.89650 0.3 0.3 -0.4
C -3.71353 -5.82256 -0.56276 0.0 0.1 -0.1
H -2.51269 0.81025 -0.20245 1.0 0.5 -1.8
H 9.73615 5.34699 0.34986 0.0 -0.1 -0.2
H 4.01974 -0.12034 -1.13485 1.6 -0.3 0.1
O -6.15026 4.73145 -0.79416 0.1 -0.2 0.5
H 5.25331 -1.48782 -1.52515 -0.5 1.8 0.6
H -6.25734 5.14167 -2.79383 -0.1 0.0 0.3
C 2.43134 2.48415 -0.96169 1.3 -0.2 2.9
H -2.79879 -2.35288 -1.54625 0.1 0.1 0.2
O -4.22148 -1.77187 8.59647 -0.2 0.0 -0.6
H -2.97841 0.20232 5.68557 -0.2 -0.2 0.0
C 2.64794 1.59477 -3.49903 -0.7 -1.1 0.1
H -0.12613 1.99245 -4.59891 -1.2 -0.6 1.8
H 6.18859 2.65094 -1.75738 0.3 -1.4 0.4
H -5.66330 -3.13674 2.27692 0.2 0.1 0.0
H -6.08368 3.42143 -2.40924 0.2 0.1 0.1
C 10.44880 5.36524 -0.47816 -0.3 0.3 -0.1
C 1.77044 2.45778 -2.42308 -0.9 -0.3 -0.5
C 0.25109 1.90933 -2.34350 -3.3 -1.7 1.9
C -2.65498 0.94489 -2.50874 3.9 1.1 1.1
H -7.02590 -4.09348 7.78681 0.2 0.2 -0.2
C -0.64367 1.71575 -3.59748 0.6 0.0 1.3
H 4.37459 2.91348 -2.82846 -0.3 -1.6 -0.8
C -5.55486 3.53912 2.42828 0.1 -0.2 0.4
H -4.99291 -4.28245 3.44882 0.2 0.0 -0.2
O -4.28834 -1.19677 6.39612 -0.2 -0.3 0.3
H 5.58507 -0.36165 -0.10718 -0.8 0.2 -1.8
H 9.95431 5.11419 -1.41964 0.0 -0.1 0.2
C -5.60829 3.92262 0.13328 -0.1 0.1 0.0
O 12.28380 2.46329 0.12988 -0.4 0.4 -0.1
O 10.04902 2.75243 -0.18374 0.5 0.2 0.0
H -5.97806 3.94391 3.34869 -0.1 0.1 -0.3
O -4.85360 3.00396 -0.08040 -0.3 0.4 0.1
H -3.42714 -4.80992 -0.84711 -0.6 -1.0 -0.4
H -4.23747 -5.77667 0.39364 0.1 -0.2 -0.1
C -0.42489 1.53784 -0.95244 -2.5 -0.3 -5.4
C -6.32741 -9.27134 -2.28136 -0.2 -0.4 0.0
C 5.13231 -0.38849 -1.17007 0.1 -1.6 0.2
O 5.46872 0.08135 -4.36737 -1.4 3.1 4.1
H 7.71248 1.61708 -1.72674 -1.8 0.1 0.6
O -5.69510 -2.68963 7.12588 0.4 0.3 0.0
O 11.53476 4.47542 -0.22716 0.0 -0.5 0.1
H -4.32996 -2.64206 3.37710 -0.1 0.0 -0.2
H 4.40723 2.44197 -4.60304 -0.2 -0.9 1.8
O -4.57111 -6.34082 -1.58292 -0.4 -0.8 -0.1
C 4.20626 2.02129 -3.53932 0.3 0.7 -0.4
H 6.54232 1.58328 -0.28504 -0.1 -0.1 -1.9
H -4.68186 4.53681 -2.25557 -0.1 -0.2 0.1
C -3.39629 -3.00404 0.93906 0.1 0.1 0.2
H 0.60355 4.13675 -3.53127 1.8 -0.7 0.9

---

18
Properties=species:S:1:pos:R:3:forces:R:3 method="wB97M-V/def2-TZVPD" gap_ev="8.89 / 8.95" e_above_lowest_ev=4.8255 total_energy_ha=-1204.57141 largest_force_ev_per_a=1.1 homo_ev="-9.928 / -10.793"
C 0.02984 -1.39144 0.48289 0.0 -0.3 0.0
O 1.60482 2.10681 0.59002 -0.1 -0.3 -0.1
H -2.22493 -0.58379 -1.50917 0.0 -0.1 -0.1
Cl 3.07792 -0.30472 0.68858 0.0 0.0 0.1
H 0.08978 -0.29337 -2.49119 0.0 -0.1 -0.1
H 0.38507 1.27035 -1.71957 0.0 0.0 0.0
H 1.49102 -0.07329 -1.43106 0.0 0.0 -0.1
C 0.44810 0.19147 -1.58495 0.0 0.0 0.0
C 0.12123 -0.00318 0.93662 -0.4 0.5 0.7
H -1.66775 0.77730 2.27840 0.9 -0.3 -0.5
C -0.40297 -0.23145 -0.41132 -0.2 0.1 -0.3
H 0.95991 -1.91132 0.28843 0.0 0.1 -0.1
H -2.10692 1.01836 -0.76362 0.0 0.0 0.0
H -2.44171 -0.39561 0.23982 -0.1 0.0 0.0
C -1.88874 -0.04145 -0.62774 0.0 0.0 0.2
H -0.74091 -2.02788 0.89054 -0.2 0.0 0.1
S 1.54455 0.91021 1.36666 0.1 0.6 0.3
O 1.72169 0.98299 2.77666 -0.2 -0.3 0.0

---

12
Properties=species:S:1:pos:R:3:forces:R:3 method="wB97M-V/def2-TZVPD" gap_ev=9.91 e_above_lowest_ev=4.2339 total_energy_ha=-356.70178 largest_force_ev_per_a=6.6 homo_ev=-9.047
N 0.89868 0.42724 -0.60583 0.4 0.1 0.7
H 1.79516 1.11445 -0.49534 -3.5 -2.4 0.1
H 1.73325 -1.57537 -0.71068 -1.3 1.4 -1.8
H 0.25061 -1.31007 -1.77245 -0.1 0.4 -0.3
N -0.46732 1.57404 0.84684 1.7 1.9 2.2
H -2.72326 -0.28449 2.11996 1.7 0.9 -1.5
O -1.44798 1.30258 1.87993 0.8 1.2 -2.3
H 2.02339 -0.45797 -2.29131 -3.1 -1.2 2.3
N -1.19607 -0.56197 0.58801 1.4 2.3 1.3
C 1.13973 -0.80389 -1.42118 4.9 0.5 1.0
C -1.83852 0.15738 1.48916 -3.5 -5.2 2.0
C -0.16766 0.41808 0.37290 0.6 0.4 -3.6